This record from the Open Molecules 2025 dataset describes a cluster of 2 separate species, C6H18N in total. The level of theory is ωB97M-V/def2-TZVPD.

Results
Net charge: +1
HOMO-LUMO gap (eV): 10.634
Energy above the lowest of the compared OMol25 structures with the same formula, charge and spin (kcal/mol): 0.0
Calculated total energy (Eh): -293.90773

Last column: Mulliken charge in e.
Geometry (Å):
1 C -2.57999 1.47089 2.00060  -1.07
2 H -0.18010 -2.24918 -1.29156  0.31
3 H 0.15618 1.27350 1.27670  -0.06
4 C 1.16679 -2.81673 -2.90325  -1.27
5 H 1.67828 -3.63221 -2.38434  0.32
6 H -2.39798 0.47225 1.60284  0.35
7 H 1.82386 0.09505 0.75991  0.42
8 C 0.61832 -1.81776 -1.91138  -0.33
9 C 1.05174 -0.36457 0.12868  -1.21
10 C -1.62495 2.47938 1.42629  -0.28
11 H 0.49511 0.50169 -0.26344  0.24
12 C 1.66316 -1.24806 -0.96010  -0.51
13 H 0.47897 2.82882 1.62978  0.42
14 H -3.58639 1.78114 1.71836  0.33
15 H 2.42523 -0.66701 -1.48724  0.34
16 H -0.12077 1.84522 2.79245  0.39
17 H 0.34268 -0.92000 0.74898  0.40
18 H -2.52831 1.46972 3.08961  0.37
19 H -1.56944 2.54781 0.34339  0.33
20 H 1.93054 -2.34924 -3.52705  0.31
21 H 2.22908 -2.04440 -0.47283  0.36
22 N -0.19629 2.08901 1.80733  -0.15
23 H 0.13259 -0.98563 -2.42840  0.28
24 H 0.39347 -3.22394 -3.55013  0.36
25 H -1.80178 3.46426 1.85480  0.34